A structure of composition C54H47CrN6O2S4Sb, computed with ωB97M-V/def2-TZVPD.

F_max: 1.0 eV Å⁻¹
HOMO level (spin up / spin down): -11.938 / -11.940 eV
Total charge: +2
LUMO level (spin up / spin down): -5.17 / -5.33 eV
Energy: -5442.07797 a.u.
Spin multiplicity: 5

Structure (XYZ):
```
115
Properties=species:S:1:pos:R:3:mulliken_spin:R:1
Cr 0.4969 0.5945 -0.0271 3.848
S 4.7014 6.2754 0.1008 0.000
C 6.3091 5.9100 -0.3298 -0.002
C 6.4213 4.6624 -0.8617 0.001
C 5.1702 3.9896 -0.9190 -0.001
C 4.1381 4.7444 -0.4351 0.001
C 2.7212 4.3648 -0.3252 -0.004
C 2.3842 3.0001 -0.3506 0.046
N 1.1525 2.5469 -0.2149 0.066
C 0.1425 3.4488 -0.0943 0.044
C 0.3637 4.8201 -0.0775 -0.002
C -0.7740 5.7008 0.0120 -0.002
C -2.0268 5.2096 0.0542 -0.003
C -2.2731 3.7883 0.0231 -0.016
C -3.5579 3.2243 0.0209 0.015
C -3.7250 1.8602 -0.0421 -0.013
C -2.5579 1.0628 -0.0703 0.024
N -1.3346 1.5659 -0.0579 0.006
C -1.1915 2.9231 -0.0291 0.003
C -5.0524 1.2298 -0.0638 0.000
C -5.3815 -0.0267 -0.4863 -0.002
C -6.7696 -0.3073 -0.3663 0.001
C -7.4618 0.7469 0.1463 -0.002
S -6.4473 2.0724 0.4868 0.000
C 1.6920 5.2673 -0.1760 0.017
H 7.0887 6.6394 -0.1687 0.000
H 7.3548 4.2412 -1.2053 0.000
H 5.0496 2.9971 -1.3375 -0.001
H 3.1488 2.2505 -0.4864 0.000
H -0.6006 6.7701 0.0303 0.000
H -2.8784 5.8780 0.1023 0.000
H -4.4226 3.8789 0.0466 0.001
H -2.6320 -0.0212 -0.0835 0.016
H -4.6692 -0.7229 -0.9076 0.000
H -7.2214 -1.2489 -0.6466 0.000
H -8.5209 0.8168 0.3428 0.000
H 1.8969 6.3326 -0.1543 0.001
N 2.0659 -5.1269 1.3422 0.002
C 1.6127 -3.8718 1.3254 0.000
N 1.9856 -3.0185 2.2821 0.002
N 0.8200 -3.5452 0.3131 0.009
C 0.3249 -2.3727 0.1877 0.020
N -0.1802 -1.3396 -0.0172 0.027
H 2.6128 -5.4956 2.0987 0.000
H 1.7610 -5.7421 0.6065 0.000
H 2.5211 -3.3296 3.0736 0.000
H 1.6221 -2.0663 2.2895 0.001
C 1.3250 0.4982 4.8314 0.004
S 0.6643 0.9850 3.2583 0.007
C -1.0572 0.5784 3.5500 0.027
O 1.1808 -0.0604 2.2662 0.012
H 1.0802 -0.5536 4.9851 0.000
H 0.8915 1.1216 5.6155 0.001
H 2.4039 0.6476 4.7931 0.000
H -1.5955 1.4906 3.8113 0.000
H -1.1520 -0.1655 4.3395 0.000
H -1.4359 0.1736 2.6111 -0.002
C -7.4263 -5.4176 -0.1490 0.000
C -7.1466 -4.4283 0.7861 0.000
C -5.9002 -3.8149 0.7949 0.000
C -4.9167 -4.1970 -0.1195 0.000
C -5.2079 -5.1873 -1.0579 0.000
C -6.4583 -5.7976 -1.0674 0.000
Sb -3.1284 -3.0460 -0.1831 0.014
C -2.4278 -3.4962 1.7969 0.000
C -2.7256 -2.5573 2.7875 0.000
C -2.3049 -2.7425 4.1029 -0.001
C -1.5622 -3.8648 4.4405 0.000
C -1.2523 -4.8040 3.4631 0.000
C -1.6831 -4.6226 2.1538 0.000
C -1.9220 -4.3522 -1.3548 -0.001
C -1.8395 -5.7300 -1.1368 0.001
C -0.9751 -6.5144 -1.8911 0.000
C -0.1842 -5.9306 -2.8740 0.000
C -0.2768 -4.5666 -3.1182 0.000
C -1.1453 -3.7838 -2.3651 0.002
H -8.4018 -5.8869 -0.1646 0.000
H -7.9014 -4.1309 1.5031 0.000
H -5.6974 -3.0388 1.5277 0.000
H -4.4645 -5.4868 -1.7873 0.000
H -6.6770 -6.5673 -1.7971 0.000
H -3.3116 -1.6756 2.5378 0.001
H -2.5792 -2.0249 4.8678 0.000
H -1.2452 -4.0216 5.4647 0.000
H -0.6915 -5.6936 3.7283 0.000
H -1.4437 -5.3719 1.4094 0.000
H -2.4667 -6.2034 -0.3890 0.000
H -0.9313 -7.5840 -1.7245 0.000
H 0.4861 -6.5432 -3.4638 0.000
H 0.3191 -4.1150 -3.9023 0.000
H -1.2165 -2.7215 -2.5709 -0.001
O 2.4725 0.0337 -0.3506 -0.175
S 3.4927 -1.0790 -0.4950 -0.030
C 4.5404 -0.5042 -1.8319 0.002
C 4.0592 0.5163 -2.6394 0.008
C 4.8221 0.9314 -3.7252 0.001
C 6.0349 0.3194 -3.9994 0.000
C 6.4986 -0.7092 -3.1869 0.000
C 5.7507 -1.1326 -2.1005 -0.003
C 4.5891 -0.9095 0.8924 0.003
C 5.4360 -1.9686 1.1891 -0.002
C 6.3133 -1.8479 2.2563 0.001
C 6.3179 -0.6909 3.0256 0.000
C 5.4365 0.3450 2.7396 0.000
C 4.5580 0.2384 1.6696 0.009
H 3.1052 0.9767 -2.4257 0.021
H 4.4589 1.7290 -4.3605 0.000
H 6.6193 0.6364 -4.8531 0.000
H 7.4459 -1.1862 -3.4009 0.000
H 6.1207 -1.9321 -1.4714 0.000
H 5.4112 -2.8818 0.6031 0.000
H 6.9900 -2.6589 2.4915 0.000
H 7.0030 -0.6022 3.8591 0.000
H 5.4338 1.2412 3.3481 0.000
H 3.8481 1.0242 1.4505 0.001
```


A cluster of 8 separate species, C54H47O21P in total, computed with ωB97M-V/def2-TZVPD.

F_max: 5.4 eV Å⁻¹
HOMO level: -8.273 eV
SMILES string: CCOCO[P@@](=O)(OCOC)OCOc1ccccc1.O=C1C=CC(=O)C=C1.O=C1C=CC(=O)C=C1.O=C1C=CC(=O)C=C1.O=C1C=CC(=O)C=C1.O=C1C=CC(=O)C=C1.O=C1C=CC(=O)C=C1.O=C1C=CC(=O)C=C1
LUMO level: -1.89 eV
Energy: -4006.76899 a.u.

Structure (XYZ):
```
123
Properties=species:S:1:pos:R:3:mulliken_charge:R:1
C -3.5656 7.6798 -3.9342 -0.851
C -2.7087 6.7133 -4.9130 -0.231
O -1.3920 6.3252 -4.3542 -0.408
C -1.6946 5.0391 -3.6901 0.060
O -0.5406 4.4852 -2.9810 -0.376
P -1.2578 3.3731 -1.8362 0.973
O -1.3139 4.1736 -0.4813 -0.611
O -2.7846 2.7773 -2.3432 -0.100
C -3.8840 3.3045 -1.5133 -0.212
O -5.0906 3.1972 -2.3088 -0.310
C -6.0330 2.2162 -1.7741 -0.523
O -0.2490 1.9629 -1.6154 -0.350
C -0.7711 1.2684 -0.4116 -0.170
O 0.0354 1.7566 0.7043 -0.257
C -0.5959 1.5107 1.9812 0.223
C -0.8865 0.0968 2.6339 -0.187
C -1.5600 -0.0300 4.0958 -0.296
C -1.9462 1.2978 4.9128 -0.278
C -1.6706 2.7534 4.2802 -0.520
C -1.0005 2.8207 2.8333 -0.182
H -3.2638 7.6269 -2.8176 0.267
H -3.6127 8.7807 -4.3322 0.278
H -4.6776 7.3076 -3.9751 0.257
H -3.3854 5.7773 -5.1211 0.245
H -2.5473 7.1945 -5.9693 0.339
H -2.5729 5.2884 -2.9525 0.036
H -2.0111 4.2326 -4.4805 0.240
H -3.7542 4.4423 -1.2667 0.218
H -3.8914 2.7071 -0.5273 0.314
H -6.9027 2.8113 -1.2880 0.281
H -5.5857 1.4654 -1.0216 0.262
H -6.4355 1.6107 -2.6969 0.152
H -1.9086 1.4147 -0.2737 0.063
H -0.5791 0.1347 -0.6211 0.325
H -0.5803 -0.8786 2.0646 0.265
H -1.7471 -1.0752 4.5884 0.276
H -2.4049 1.2644 5.9821 0.273
H -1.9268 3.7061 4.8968 0.291
H -0.7741 3.8568 2.3693 0.298
C -2.9391 -2.4718 8.8030 -0.363
C -2.4099 -2.2868 7.5918 -0.347
C -3.0963 -2.7647 6.3745 0.499
O -2.6122 -2.5977 5.2668 -0.654
C -4.3914 -3.4536 6.5492 -0.368
C -4.9207 -3.6387 7.7602 -0.281
C -4.2340 -3.1606 8.9779 0.278
O -4.7182 -3.3279 10.0852 -0.605
H -2.4490 -2.1286 9.7056 0.441
H -1.4619 -1.7832 7.4465 0.487
H -4.8813 -3.7967 5.6463 0.444
H -5.8687 -4.1423 7.9056 0.423
C 2.3176 -0.4744 -0.0995 -0.443
C 3.3965 -0.1683 -0.8244 -0.930
C 4.3691 -1.2058 -1.2265 0.070
O 5.3563 -0.9279 -1.8872 -0.577
C 4.1004 -2.5942 -0.7968 -0.584
C 3.0219 -2.8996 -0.0724 -0.498
C 2.0495 -1.8624 0.3295 0.089
O 1.0613 -2.1424 0.9905 -0.539
H 1.5949 0.2731 0.2040 1.160
H 3.6065 0.8464 -1.1478 1.352
H 4.8224 -3.3422 -1.1003 0.479
H 2.8113 -3.9116 0.2508 0.521
C 3.4856 -7.3110 -2.1589 -0.354
C 2.7798 -8.2941 -2.7219 -0.362
C 1.7214 -9.0033 -1.9738 0.345
O 1.0775 -9.9027 -2.4865 -0.551
C 1.4738 -8.5810 -0.5796 -0.371
C 2.1797 -7.5979 -0.0166 -0.277
C 3.2380 -6.8889 -0.7648 0.478
O 3.8822 -5.9889 -0.2517 -0.560
H 4.2652 -6.7813 -2.6924 0.422
H 2.9484 -8.6149 -3.7426 0.400
H 0.6942 -9.1106 -0.0460 0.403
H 2.0111 -7.2770 1.0041 0.424
C -3.3715 -6.7530 9.5296 -0.139
C -3.7953 -7.9516 9.9364 -0.454
C -3.2159 -9.1958 9.3892 0.325
O -3.6038 -10.2910 9.7587 -0.547
C -2.1486 -9.0616 8.3761 -0.377
C -1.7248 -7.8630 7.9694 -0.372
C -2.3041 -6.6190 8.5165 0.419
O -1.9158 -5.5230 8.1465 -0.466
H -3.7857 -5.8312 9.9197 0.361
H -4.5759 -8.0671 10.6784 0.435
H -1.7346 -9.9833 7.9863 0.400
H -0.9441 -7.7475 7.2273 0.419
C 6.2470 4.4413 -4.0608 -0.238
C 6.0769 3.5324 -3.0984 -0.529
C 4.7326 3.0305 -2.7479 0.288
O 4.5756 2.2013 -1.8670 -0.468
C 3.5846 3.5720 -3.5046 -0.313
C 3.7549 4.4809 -4.4670 -0.490
C 5.0994 4.9829 -4.8176 0.433
O 5.2565 5.8126 -5.6990 -0.569
H 7.2251 4.8206 -4.3301 0.322
H 6.9075 3.1250 -2.5350 0.464
H 2.6065 3.1927 -3.2351 0.552
H 2.9242 4.8884 -5.0303 0.464
C 11.0219 8.4050 -5.7676 -0.361
C 10.8515 7.4960 -4.8051 -0.414
C 9.5069 6.9941 -4.4545 0.497
O 9.3500 6.1644 -3.5731 -0.550
C 8.3594 7.5356 -5.2112 -0.142
C 8.5296 8.4446 -6.1738 -0.429
C 9.8740 8.9467 -6.5245 0.369
O 10.0309 9.7756 -7.4050 -0.548
H 11.9999 8.7843 -6.0369 0.400
H 11.6820 7.0886 -4.2417 0.406
H 7.3814 7.1563 -4.9420 0.333
H 7.6989 8.8519 -6.7370 0.437
C -5.0781 -1.2408 -3.3672 -0.244
C -4.3408 -2.3523 -3.4186 -0.455
C -4.9526 -3.6865 -3.2494 0.357
O -4.2797 -4.7021 -3.2942 -0.548
C -6.4118 -3.7425 -3.0229 -0.426
C -7.1491 -2.6310 -2.9715 -0.354
C -6.5373 -1.2970 -3.1407 0.455
O -7.2106 -0.2805 -3.0958 -0.575
H -4.6459 -0.2550 -3.4884 0.492
H -3.2706 -2.3285 -3.5845 0.438
H -6.8440 -4.7281 -2.9017 0.397
H -8.2193 -2.6547 -2.8056 0.422
```


What did we get for M? Answer: 1114.034; 1062.923 g mol⁻¹, in the order shown.